Entry from OMol25: C36H34N7NaO3PSTe as an isolated structure (ωB97M-V/def2-TZVPD).

Values from the calculation:
Energy above the lowest of the compared OMol25 structures with the same formula, charge and spin = 0.000 eV
Frontier orbital gap = 6.28 eV
Total charge = -1
Highest occupied orbital energy = -4.18 eV

Atoms and positions in Å:
Na1 -0.262 -0.832 -0.003
N1 -3.131 -3.588 3.005
C1 -2.681 -2.542 2.184
N2 -1.533 -2.713 1.438
C2 -1.068 -3.959 1.234
N3 -0.106 -4.270 0.398
N4 0.809 -3.312 0.130
C3 1.323 -3.308 -1.036
C4 2.523 -2.496 -1.329
C5 3.131 -2.613 -2.578
C6 4.253 -1.854 -2.863
C7 4.749 -0.998 -1.890
C8 4.093 -0.963 -0.669
N5 3.011 -1.682 -0.383
C9 -1.647 -5.120 1.963
C10 -1.157 -6.415 1.833
C11 -1.693 -7.460 2.569
C12 -2.738 -7.208 3.454
C13 -3.239 -5.927 3.599
C14 -2.687 -4.878 2.858
H1 -3.907 -3.409 3.614
H2 -2.718 -1.594 2.711
H3 0.929 -3.941 -1.830
H4 2.699 -3.273 -3.322
H5 4.725 -1.919 -3.836
H6 5.612 -0.367 -2.071
H7 4.454 -0.310 0.123
H8 -0.349 -6.576 1.130
H9 -1.304 -8.465 2.456
H10 -3.166 -8.016 4.035
H11 -4.059 -5.727 4.282
C15 -1.107 3.444 0.410
P1 -1.538 1.818 1.051
C16 -0.535 1.433 2.495
C17 -3.162 2.175 1.769
O1 -1.648 0.701 0.055
H12 -1.350 4.203 1.160
H13 -1.714 3.601 -0.485
H14 -0.055 3.505 0.143
H15 -0.597 2.233 3.235
H16 0.499 1.279 2.189
H17 -0.935 0.508 2.919
H18 -3.108 2.940 2.550
H19 -3.580 1.256 2.181
H20 -3.819 2.514 0.964
Te1 -4.569 -2.081 0.688
C18 -5.745 -1.082 2.119
C19 -6.876 -0.340 1.907
C20 -7.449 0.202 3.101
C21 -6.750 -0.125 4.218
S1 -5.390 -1.092 3.810
H21 -7.291 -0.190 0.917
H22 -8.345 0.815 3.117
H23 -6.933 0.152 5.248
O2 0.804 -0.741 -3.867
C22 1.163 0.109 -3.065
N6 1.979 1.183 -3.401
C23 2.203 2.068 -2.285
C24 1.407 1.270 -1.192
O3 1.348 1.654 -0.012
N7 0.826 0.195 -1.720
C25 3.689 2.261 -1.988
C26 4.234 2.131 -0.713
C27 5.591 2.363 -0.499
C28 6.417 2.736 -1.550
C29 5.880 2.866 -2.826
C30 4.529 2.634 -3.036
C31 1.474 3.417 -2.440
C32 1.929 4.572 -1.810
C33 1.218 5.765 -1.911
C34 0.038 5.817 -2.640
C35 -0.429 4.665 -3.263
C36 0.281 3.476 -3.160
H24 2.404 1.266 -4.305
H25 3.587 1.856 0.110
H26 6.001 2.252 0.498
H27 7.470 2.928 -1.380
H28 6.513 3.157 -3.656
H29 4.116 2.760 -4.034
H30 2.844 4.543 -1.230
H31 1.587 6.653 -1.411
H32 -0.513 6.748 -2.725
H33 -1.360 4.687 -3.820
H34 -0.096 2.575 -3.634